2 unconnected molecules or ions with the total composition C31H32BF3O2S. Source: the Open Molecules 2025 dataset; level of theory: wB97M-V/def2-TZVPD.

Values from the calculation:
LUMO level in eV: 0.05
Total energy in a.u.: -2073.68311
Energy relative to the best compared isomer or geometry (same formula, charge and spin) in kcal per mole: 0.0
SMILES: CC1(C)OB(C(c2ccccc2)c2ccccc2)OC1(C)C.Cc1ccc(-c2ccc(C(F)(F)F)cc2)s1
HOMO level in hartree: -0.2955

Geometry (Å):
C 2.2565 7.2537 0.5971
C 2.5893 5.7941 0.8551
C 3.6448 5.6996 1.9388
O 1.3616 5.2293 1.3794
B 1.1035 4.1660 0.5781
C 1.0364 2.5558 1.3914
C 0.3234 2.7529 2.7115
C -0.7282 1.8984 3.0898
C -1.4879 2.1238 4.2385
C -1.2785 3.2743 4.9987
C -0.2345 4.1333 4.6465
C 0.6153 3.8131 3.5857
C 0.1379 1.9164 0.3552
C 0.2577 0.6021 -0.1157
C -0.7873 0.0343 -0.8596
C -1.8942 0.8003 -1.2369
C -1.9653 2.1485 -0.8585
C -0.9552 2.6991 -0.0731
O 1.7284 4.1417 -0.6594
C 2.9099 4.9472 -0.4554
C 3.1235 5.8001 -1.6895
C 4.0882 3.9850 -0.3283
H 3.1668 7.8298 0.3921
H 1.5529 7.3571 -0.2362
H 1.7811 7.6879 1.4864
H 4.5517 6.2316 1.6122
H 3.2764 6.1935 2.8472
H 3.9019 4.6611 2.2031
H 2.0517 2.1554 1.4662
H -0.9651 1.0430 2.4537
H -2.2407 1.3905 4.5323
H -1.9089 3.4811 5.8674
H -0.0736 5.0492 5.2159
H 1.4850 4.4393 3.4059
H 1.1655 0.0389 0.1211
H -0.7340 -1.0120 -1.1582
H -2.7063 0.3602 -1.8196
H -2.7940 2.7836 -1.1805
H -1.0450 3.7428 0.2693
H 3.9723 6.4767 -1.5256
H 3.3673 5.1721 -2.5519
H 2.2403 6.3940 -1.9406
H 5.0276 4.5355 -0.1818
H 3.9616 3.2488 0.4802
H 4.1787 3.4244 -1.2699
C 6.1053 0.2893 1.2275
C 4.7806 0.3902 1.8900
C 4.4432 1.2902 2.8923
C 3.1626 1.0347 3.4630
C 2.5162 -0.0574 2.8965
C 1.3091 -0.6959 3.3962
C 0.8177 -0.4278 4.6949
C -0.3107 -1.0682 5.1676
C -0.9902 -1.9439 4.3290
C -2.2296 -2.5928 4.8553
F -2.6757 -3.6112 4.0730
F -2.0544 -3.1130 6.1076
F -3.2557 -1.6838 4.9514
C -0.5446 -2.2289 3.0416
C 0.6208 -1.6282 2.5959
S 3.5286 -0.7751 1.6482
H 6.8487 0.7847 1.8645
H 6.3777 -0.7694 1.1097
H 6.1392 0.7680 0.2385
H 5.1321 2.0740 3.2149
H 2.7098 1.6191 4.2626
H 1.3446 0.2779 5.3346
H -0.6596 -0.8960 6.1823
H -1.0857 -2.9211 2.4057
H 1.0022 -1.8718 1.6036